[1]
C17H38N2O16S2 | ωB97M-V/def2-TZVPD

For the relative energy (zero: lowest compared OMol25 entry of this formula, charge and spin), the calculation gives 0.000 eV. The total energy comes out at -75642.081 eV. The HOMO energy is -8.6 eV. The HOMO-LUMO gap comes out at 8.424 eV.

Geometry as XYZ:
```
75
Properties=species:S:1:pos:R:3:mulliken_charge:R:1
C 27.16 33.21 10.31 0.25
H 26.01 26.66 12.48 0.43
O 21.35 27.26 13.00 -0.56
H 18.69 30.74 11.19 0.63
O 21.52 31.17 15.10 -0.53
H 20.91 32.98 13.09 0.28
O 28.47 33.72 9.90 -0.32
C 28.84 34.69 10.70 0.59
H 22.35 32.64 11.40 0.48
C 19.50 31.10 10.52 -0.81
C 21.36 30.32 12.05 -1.09
H 25.16 30.69 14.78 0.10
C 26.75 34.25 11.41 -0.28
H 24.16 28.38 8.93 -0.09
C 20.17 32.28 12.60 -1.06
H 24.53 29.71 6.38 0.44
O 23.75 31.44 16.22 -0.35
C 21.67 32.28 10.71 -1.19
O 24.63 31.55 9.89 -0.62
H 18.05 29.34 9.55 0.35
O 18.66 29.66 8.88 -0.56
H 18.97 31.92 10.00 0.24
H 25.91 35.12 11.26 0.19
C 23.78 28.18 7.89 0.06
H 22.51 30.16 18.47 0.27
H 26.03 27.37 14.00 0.65
N 20.67 31.44 11.48 1.10
C 25.76 27.49 13.05 -1.81
H 20.87 29.39 12.65 0.36
H 24.35 27.45 7.40 0.30
H 27.22 32.09 10.75 0.06
S 22.07 26.15 13.60 1.02
C 24.21 27.49 12.98 1.36
C 21.79 24.64 12.63 -0.95
H 21.48 33.23 10.34 0.47
H 20.50 30.60 8.55 0.24
H 26.54 34.07 12.35 0.26
H 22.16 24.66 11.61 0.32
H 22.45 23.92 13.18 0.34
O 23.65 26.35 13.51 -0.34
H 26.47 33.31 9.51 0.21
H 21.34 31.61 17.79 0.32
N 24.89 30.69 10.65 0.71
H 20.40 29.35 9.74 0.35
O 20.52 28.15 6.60 -0.60
H 21.86 29.55 11.45 0.05
H 26.16 28.42 12.81 0.31
O 22.40 29.37 6.37 -0.35
H 26.73 31.87 15.09 0.42
O 21.83 25.99 14.97 -0.59
C 21.75 30.52 17.66 -1.32
H 23.90 30.06 7.80 -0.05
H 23.85 27.79 11.83 -0.14
H 26.27 32.10 16.66 0.39
C 19.86 30.15 9.41 -0.32
O 27.89 35.14 11.50 -0.35
C 21.66 28.47 7.03 0.70
H 19.41 32.98 12.06 0.34
C 23.76 29.44 7.00 -0.06
S 22.42 30.55 16.06 1.28
H 24.34 32.12 14.42 0.21
H 23.79 28.34 13.52 -0.43
H 22.03 31.76 9.88 0.20
H 22.14 30.58 12.74 0.43
O 22.87 29.20 15.94 -0.62
O 25.75 29.80 10.20 -0.68
C 24.69 31.51 15.18 0.37
O 22.43 27.73 7.88 -0.35
H 20.73 24.42 12.64 0.35
O 29.93 35.34 10.55 -0.64
H 20.99 30.00 17.55 0.61
H 19.66 31.78 13.35 0.46
C 25.90 32.27 15.68 -1.59
O 24.75 30.94 11.83 -0.31
H 25.96 33.26 15.45 0.42
```

***

[2]
C4H41N2O14 | ωB97M-V/def2-TZVPD

For the relative energy (zero: lowest compared OMol25 entry of this formula, charge and spin), the calculation gives 3.379 eV. The total energy comes out at -36453.157 eV. The HOMO energy is -12.1 eV. As for the charge: +1. The HOMO-LUMO gap comes out at 9.462 eV.

Geometry as XYZ:
```
61
Properties=species:S:1:pos:R:3:nbo_charge:R:1
C -0.16 -0.01 -1.69 -0.04
N -0.42 0.09 0.84 -0.85
H 1.15 -4.16 -2.85 0.48
H 0.61 -0.94 -4.86 0.24
H 2.01 -0.29 3.33 0.50
H -0.63 -1.70 -2.70 0.48
O -2.58 -2.28 -2.53 -0.98
O 2.90 -1.06 -1.69 -1.02
O -0.05 3.56 3.22 -0.96
H -2.79 -3.21 -2.46 0.48
O -2.28 0.78 3.98 -0.96
H 3.36 1.71 -0.01 0.50
H -2.80 1.31 4.61 0.49
O 0.01 -4.32 0.16 -0.96
O -0.49 2.77 0.46 -1.02
H -0.69 4.27 3.21 0.48
C 0.07 -0.66 -0.32 -0.25
H -0.71 -0.08 -4.46 0.23
H -1.28 3.23 0.73 0.49
H 0.57 -4.19 0.94 0.49
H -2.63 0.01 2.22 0.51
H 0.17 -0.80 3.32 0.50
O 2.17 0.66 3.14 -0.99
H 0.86 0.61 -3.98 0.23
H 0.37 5.50 0.10 0.48
H 0.88 -2.26 3.33 0.48
H -1.55 0.50 4.55 0.48
H 3.11 -1.99 -1.64 0.49
H 1.10 -0.87 -0.07 0.23
H 2.15 1.09 4.00 0.47
H 1.13 5.18 -1.20 0.48
H -2.69 -2.12 0.81 0.52
O 2.42 2.56 1.37 -0.97
H -4.15 -0.34 1.88 0.49
H -0.42 2.75 2.86 0.49
H -2.51 -1.99 -1.60 0.50
O 0.29 -3.71 -2.90 -0.95
H 0.17 0.91 0.80 0.39
C -1.55 0.67 -1.95 -0.64
H -0.09 -4.09 -2.09 0.49
H 0.52 0.82 -1.85 0.20
C 0.28 -0.29 -4.05 -0.43
H -0.06 -5.29 0.21 0.49
H 1.77 2.56 2.09 0.50
H -1.82 -3.29 0.03 0.49
H 4.35 2.42 -0.89 0.48
H -2.12 0.16 -2.71 0.23
H 0.98 -1.61 -2.64 0.46
H -2.12 0.66 -1.03 0.23
H -0.46 -1.62 -0.40 0.17
O 4.12 1.54 -0.59 -0.98
O 0.29 5.05 -0.75 -0.95
H 3.46 -0.39 -1.29 0.53
H -1.26 1.62 -2.39 0.23
N 0.15 -1.03 -2.78 -0.55
O -2.60 -2.74 0.07 -1.01
O 0.76 -1.42 3.78 -0.96
O -3.23 -0.54 1.70 -0.99
H 0.17 3.20 -0.10 0.52
H 3.17 2.73 1.94 0.48
H -1.38 0.36 0.75 0.36
```

***

[3]
C6H7O6Tb | ωB97M-V/def2-TZVPD

For the relative energy (zero: lowest compared OMol25 entry of this formula, charge and spin), the calculation gives 1.324 eV. The total energy comes out at -41045.096 eV. As for the spin multiplicity: 8. The HOMO energy (alpha / beta) is -12.6 / -12.6 eV. As for the charge: +1. The HOMO-LUMO gap (alpha / beta) comes out at 6.185 / 6.714 eV.

Geometry as XYZ:
```
20
Properties=species:S:1:pos:R:3:mulliken_charge:R:1
C 0.89 2.58 0.00 -0.19
H 0.75 1.26 -1.66 0.20
H -1.48 1.40 0.46 0.42
O -1.63 -2.31 -0.75 -0.83
O -1.52 -0.20 -1.20 -0.33
H 0.35 3.49 -0.27 0.35
O 3.57 0.36 2.74 -0.52
C 1.93 2.74 0.81 -0.85
O 2.77 1.69 1.16 -0.34
H 0.99 1.93 2.63 0.42
H -1.57 1.82 -1.19 0.34
Tb -1.83 -2.06 -3.08 1.32
H 0.94 0.44 -0.11 0.30
O 1.64 1.38 3.10 -0.44
O -1.38 -0.77 0.91 -0.54
H 2.25 3.71 1.20 0.47
C 2.70 1.10 2.36 0.75
C -1.07 1.12 -0.52 -0.65
C 0.45 1.28 -0.60 0.01
C -1.66 -1.16 -0.22 1.11
```